[1]
Below is a molecular structure, C11H21ClF6N4NiO7S2, with properties calculated with ωB97M-V/def2-TZVPD.

Cartesian coordinates (Å):
Ni  0.753  -0.052  -0.862
C  3.783  0.828  1.105
F  4.328  0.715  -0.103
F  4.732  1.019  1.998
F  2.965  1.880  1.094
S  2.874  -0.757  1.525
O  3.452  -1.771  0.714
O  2.967  -0.907  2.937
N  1.339  -0.425  1.020
S  0.241  -0.755  2.166
O  -1.068  -0.454  1.630
O  0.414  -2.034  2.756
C  0.423  0.528  3.533
F  1.498  1.285  3.428
F  -0.642  1.354  3.477
F  0.415  -0.067  4.710
Cl  2.269  0.439  -2.465
C  -2.319  1.144  -2.874
C  -2.318  0.019  -1.867
O  -1.294  -0.323  -1.291
N  -3.508  -0.548  -1.554
C  -3.684  -1.380  -0.397
H  -2.252  0.782  -3.901
H  -1.481  1.801  -2.661
H  -3.245  1.723  -2.820
H  -4.304  -0.174  -2.042
H  -4.249  -0.896  0.401
H  -2.709  -1.627  0.022
H  -4.165  -2.330  -0.643
C  1.161  4.014  -0.099
C  0.167  2.938  0.270
O  0.155  1.850  -0.296
N  -0.727  3.192  1.244
C  -0.655  4.281  2.188
H  1.906  4.154  0.682
H  0.638  4.961  -0.259
H  1.650  3.736  -1.028
H  -1.377  2.440  1.424
H  -1.100  5.195  1.787
H  0.380  4.499  2.446
H  -1.176  3.985  3.093
C  1.375  -4.189  -0.197
C  0.673  -3.344  -1.229
O  0.693  -2.121  -1.181
N  -0.052  -3.979  -2.162
C  -0.752  -3.275  -3.235
H  2.212  -3.610  0.188
H  1.766  -5.115  -0.622
H  0.673  -4.419  0.602
H  -0.085  -4.982  -2.196
H  -0.535  -3.752  -4.185
H  -0.386  -2.250  -3.255
H  -1.820  -3.228  -3.020

Forces on the atoms, in the same order (eV/Å):
-0.05 -0.09 -0.67
-0.23 -0.41 -0.95
0.02 0.06 0.38
0.26 0.11 0.33
-0.05 0.14 0.20
-0.05 -0.30 -0.66
0.26 -0.01 -0.53
-0.18 0.36 0.52
0.64 0.08 1.76
-1.41 0.21 -0.95
0.65 0.17 -0.05
0.29 -0.40 0.44
-0.32 0.04 -0.03
0.30 0.28 -0.11
0.06 -0.16 0.12
0.03 -0.13 0.15
-0.31 -0.02 0.28
-0.46 0.02 -0.16
-0.14 0.32 0.38
0.05 -0.23 -0.07
0.34 0.66 -0.57
0.08 -0.89 0.56
0.21 -0.14 0.08
0.13 -0.08 -0.04
0.06 -0.05 0.09
-0.14 -0.10 0.14
-0.08 0.15 -0.17
0.05 0.18 -0.12
-0.10 0.16 -0.11
-0.41 0.12 -0.13
0.30 0.23 0.37
-0.26 -0.21 -0.41
0.15 -0.15 -0.39
0.07 0.33 -0.11
-0.01 -0.03 0.03
0.07 -0.02 0.14
0.09 -0.17 0.06
0.14 -0.14 0.07
-0.08 -0.01 0.09
0.01 -0.04 0.07
-0.04 0.07 0.05
0.22 0.11 -0.36
-0.10 -0.13 0.48
0.15 0.21 -0.18
-0.26 -0.02 -0.74
0.20 0.26 0.61
-0.13 -0.03 0.14
-0.15 -0.06 -0.01
0.04 0.03 0.11
0.23 -0.03 0.25
-0.18 -0.06 -0.09
0.09 -0.04 -0.05
-0.06 -0.15 -0.23

- Net charge: 0
- Lowest unoccupied orbital energy (spin up / spin down): 0.2769 / 0.2756 eV
- Orbital gap (spin up / spin down): 9.3 / 9.3 eV
- ⟨S²⟩: 2.0038
- 2S+1: 3

Want to see where the charge sits? The Mulliken charges in e are: number 1, Ni, carries 0.40; number 2, C, carries 0.61; number 3, F, carries -0.20; number 4, F, carries -0.24; number 5, F, carries -0.15; number 6, S, carries 0.79; number 7, O, carries -0.68; number 8, O, carries -0.62; number 9, N, carries 0.37; number 10, S, carries 0.89; number 11, O, carries -0.55; number 12, O, carries -0.65; number 13, C, carries 0.61; number 14, F, carries -0.19; number 15, F, carries -0.26; number 16, F, carries -0.25; number 17, Cl, carries -0.59; number 18, C, carries -1.27; number 19, C, carries 0.85; number 20, O, carries -0.32; number 21, N, carries -0.17; number 22, C, carries -0.74; number 23, H, carries 0.31; number 24, H, carries 0.19; number 25, H, carries 0.44; number 26, H, carries 0.22; number 27, H, carries 0.32; number 28, H, carries 0.12; number 29, H, carries 0.31; number 30, C, carries -1.55; number 31, C, carries 0.55; number 32, O, carries -0.08; number 33, N, carries -0.03; number 34, C, carries -1.07; number 35, H, carries 0.36; number 36, H, carries 0.46; number 37, H, carries 0.34; number 38, H, carries 0.34; number 39, H, carries 0.33; number 40, H, carries 0.32; number 41, H, carries 0.38; number 42, C, carries -1.00; number 43, C, carries 0.63; number 44, O, carries -0.38; number 45, N, carries -0.22; number 46, C, carries -0.78; number 47, H, carries 0.12; number 48, H, carries 0.44; number 49, H, carries 0.26; number 50, H, carries 0.23; number 51, H, carries 0.35; number 52, H, carries 0.17; number 53, H, carries 0.26



[2]
Below is C5H7ClOS in the gas phase, with properties calculated with ωB97M-V/def2-TZVPD.

Cartesian coordinates (Å):
C  1.392  0.053  0.865
C  0.082  -0.407  0.396
C  -0.999  0.304  0.033
C  -2.111  -0.598  -0.482
C  -1.511  -1.967  -0.079
H  2.254  0.939  -1.251
H  1.774  -0.656  1.619
H  1.359  1.080  1.298
H  -3.074  -0.433  -0.021
H  -2.197  -0.433  -1.550
H  -1.688  -2.666  -0.901
H  -1.987  -2.430  0.761
O  -0.137  -1.728  0.259
S  2.671  -0.021  -0.433
Cl  -1.129  2.026  0.029

Forces on the atoms, in the same order (eV/Å):
0.64 0.39 0.46
-1.80 1.20 -0.48
0.03 -0.12 0.29
1.08 0.28 0.74
-0.62 0.61 -1.03
-0.36 0.29 -0.01
-0.16 0.38 -0.17
-0.16 -0.89 -0.32
-0.24 0.21 0.16
-0.17 -0.28 -0.32
0.95 -0.08 -0.01
-0.32 0.10 0.80
0.58 -1.53 -0.18
0.47 -0.43 0.08
0.07 -0.14 -0.01

- SMILES string: SCC1=C(Cl)CCO1
- Net charge: 0
- Lowest unoccupied orbital energy: 0.7889 eV
- Orbital gap: 9.1 eV

Want to see where the charge sits? The Mulliken charges in e are: number 1, C, carries -0.77; number 2, C, carries 0.15; number 3, C, carries 0.48; number 4, C, carries -0.41; number 5, C, carries -0.46; number 6, H, carries 0.13; number 7, H, carries 0.30; number 8, H, carries 0.35; number 9, H, carries 0.31; number 10, H, carries 0.24; number 11, H, carries 0.27; number 12, H, carries 0.29; number 13, O, carries -0.43; number 14, S, carries -0.22; number 15, Cl, carries -0.22



[3]
Below is a gas-phase ion, C33H65IN6O3P (charge +1), with properties calculated with ωB97M-V/def2-TZVPD.

Cartesian coordinates (Å):
C  8.158  -2.086  3.013
C  8.562  -1.391  1.694
C  8.357  -2.369  0.528
C  8.606  -1.732  -0.869
C  7.351  -1.759  -1.783
C  6.831  -0.358  -2.168
C  6.694  0.581  -0.956
C  5.565  1.633  -1.135
C  4.420  1.450  -0.110
C  4.336  2.591  0.915
C  3.352  2.202  2.037
C  1.907  2.596  1.650
C  0.935  1.408  1.634
C  -0.368  1.810  0.951
C  -1.344  0.616  0.973
N  -2.742  0.983  0.590
C  -2.700  1.454  -0.843
C  -2.660  3.008  -0.979
C  -3.405  3.589  -2.189
C  -2.617  3.491  -3.508
I  -3.162  5.180  -4.743
C  -3.628  0.711  -1.805
N  -3.532  -0.680  -1.410
C  -3.538  -1.569  -2.551
C  -2.220  -2.426  -2.599
O  -1.339  -2.083  -1.551
C  -0.071  -2.727  -1.706
C  -0.148  -4.181  -1.166
C  -4.248  -1.016  -0.180
C  -5.794  -0.946  -0.491
N  -6.690  -1.466  0.540
C  -3.996  -2.495  0.261
N  -4.468  -3.583  -0.568
C  -3.855  0.029  0.967
C  -5.042  0.924  1.364
C  -5.506  1.977  0.631
C  -6.540  2.774  1.048
C  -7.141  2.478  2.248
C  -6.623  1.408  2.921
N  -5.612  0.665  2.528
P  -3.430  -0.761  2.650
N  -3.024  0.369  3.630
O  -2.172  -1.786  2.503
O  -4.635  -1.634  3.271
H  7.292  -2.721  2.818
H  7.891  -1.334  3.755
H  8.962  -2.714  3.392
H  9.618  -1.124  1.741
H  7.951  -0.502  1.539
H  7.354  -2.794  0.591
H  9.056  -3.198  0.653
H  8.998  -0.721  -0.761
H  9.380  -2.334  -1.343
H  6.531  -2.321  -1.333
H  7.643  -2.283  -2.696
H  5.878  -0.491  -2.687
H  7.536  0.047  -2.898
H  7.650  1.089  -0.835
H  6.510  -0.049  -0.084
H  5.993  2.631  -1.053
H  5.169  1.488  -2.140
H  3.469  1.359  -0.644
H  4.584  0.533  0.459
H  5.322  2.827  1.318
H  3.988  3.491  0.401
H  3.640  2.783  2.916
H  3.448  1.146  2.290
H  1.935  2.996  0.634
H  1.510  3.340  2.342
H  0.751  1.017  2.639
H  1.418  0.604  1.070
H  -0.811  2.701  1.402
H  -0.102  1.999  -0.092
H  -0.972  -0.181  0.332
H  -1.210  0.276  1.993
H  -2.942  1.830  1.132
H  -1.732  1.162  -1.239
H  -3.025  3.492  -0.068
H  -1.623  3.328  -1.068
H  -4.430  3.241  -2.307
H  -3.496  4.658  -1.997
H  -2.904  2.629  -4.101
H  -1.546  3.562  -3.349
H  -4.655  1.082  -1.885
H  -3.185  0.900  -2.777
H  -3.535  -1.061  -3.513
H  -4.392  -2.238  -2.641
H  -1.691  -2.241  -3.543
H  -2.439  -3.504  -2.612
H  0.638  -2.145  -1.119
H  0.260  -2.696  -2.747
H  0.531  -4.256  -0.321
H  -1.159  -4.371  -0.810
H  0.099  -4.885  -1.958
H  -5.945  -1.599  -1.351
H  -6.112  0.038  -0.828
H  -6.993  -2.410  0.370
H  -6.366  -1.331  1.486
H  -2.915  -2.611  0.335
H  -4.483  -2.708  1.208
H  -5.456  -3.642  -0.737
H  -3.884  -3.863  -1.333
H  -5.100  2.243  -0.336
H  -6.871  3.607  0.446
H  -7.959  3.060  2.639
H  -7.094  1.157  3.869
H  -2.066  0.245  3.941
H  -2.468  -2.707  2.523
H  -4.272  -2.403  3.735

Forces on the atoms, in the same order (eV/Å):
0.01 0.56 -0.47
-0.22 -1.13 0.22
0.58 0.68 -0.17
-0.58 -0.90 0.27
0.47 0.57 -0.24
0.38 -0.63 0.06
-0.19 0.10 -0.77
0.08 -0.83 0.31
0.53 0.60 -0.08
-0.32 -0.78 -0.13
0.12 1.42 -0.08
0.03 -1.01 0.31
0.23 0.33 -0.11
-0.19 -0.88 -0.87
1.77 0.08 0.54
0.58 0.20 0.26
0.36 1.03 -1.61
-0.47 -0.32 0.23
0.51 0.67 -0.03
-0.87 0.34 0.08
0.17 -0.30 0.00
-0.13 0.08 1.21
0.00 0.53 -0.78
1.11 -1.27 -0.23
0.00 0.02 -0.28
0.11 0.19 -0.27
-0.40 -0.53 0.56
0.29 0.88 -0.39
-1.52 -0.06 -0.84
-0.03 -0.72 0.26
0.07 0.59 -0.19
0.52 -0.38 -0.49
0.20 -0.01 0.23
-1.30 -1.14 0.17
-0.05 0.00 0.46
0.65 0.94 -1.96
-0.53 0.40 0.28
0.00 0.55 -0.57
-0.76 -0.47 1.59
0.34 -0.55 -0.20
0.75 1.28 2.53
0.42 0.32 -0.73
-0.94 -0.27 -0.31
0.26 -0.69 -1.11
-0.08 0.01 0.21
0.05 -0.18 0.22
0.01 -0.02 0.08
-0.06 0.34 -0.07
0.12 0.14 0.00
-0.07 0.03 -0.08
-0.10 -0.08 0.13
0.00 0.03 -0.01
0.10 0.22 -0.13
0.11 -0.08 0.16
-0.31 -0.04 -0.07
-0.05 0.14 0.05
-0.14 0.26 -0.01
0.01 -0.05 0.32
0.01 0.20 0.17
-0.18 0.12 -0.10
0.01 0.35 -0.06
-0.11 -0.05 0.16
-0.10 -0.17 -0.16
0.07 -0.20 0.00
0.03 0.13 0.15
-0.09 -0.23 0.17
-0.05 -0.04 -0.03
-0.15 0.27 0.06
0.06 0.23 -0.19
0.03 0.12 0.08
-0.17 -0.11 -0.03
0.04 0.02 0.05
-0.10 0.52 0.05
-0.38 -0.02 -0.28
-1.04 -0.19 -0.02
-0.05 -0.21 0.26
0.11 -0.49 0.45
-0.18 -0.06 -0.03
0.06 -0.04 0.11
0.03 -0.18 -0.03
-0.07 -0.01 0.22
0.31 -0.11 -0.04
0.04 -0.10 -0.10
0.02 0.06 0.22
0.06 -0.39 -0.14
-0.14 0.71 0.32
-0.11 0.05 0.39
-0.17 0.05 -0.08
0.01 0.02 0.19
-0.04 0.08 0.02
-0.11 0.04 -0.04
0.04 -0.41 -0.06
-0.04 -0.09 0.01
0.08 -0.25 0.24
0.16 0.10 -0.16
0.10 0.08 0.18
0.06 -0.05 0.18
-0.15 -0.14 0.05
-0.04 -0.06 0.15
0.20 0.61 0.25
0.01 -0.01 -0.14
-0.17 0.07 -0.11
0.20 -0.19 0.07
0.02 0.01 -0.10
-0.08 -0.04 0.09
0.30 -0.24 0.00
-0.10 0.14 0.28
0.34 -0.06 -0.29
-0.18 0.03 0.14

- Net charge: +1
- Lowest unoccupied orbital energy: -2.0696 eV
- Orbital gap: 9.1 eV

Results of the Mulliken charge analysis, in e, for atoms 1 through 99: number 1, C, carries -1.30; number 2, C, carries -0.17; number 3, C, carries -0.86; number 4, C, carries -0.74; number 5, C, carries -1.00; number 6, C, carries -0.90; number 7, C, carries 0.00; number 8, C, carries -1.07; number 9, C, carries -0.24; number 10, C, carries -0.90; number 11, C, carries -1.00; number 12, C, carries -0.68; number 13, C, carries -0.84; number 14, C, carries 0.03; number 15, C, carries -0.84; number 16, N, carries 1.09; number 17, C, carries 0.18; number 18, C, carries -1.49; number 19, C, carries -1.27; number 20, C, carries -1.10; number 21, I, carries 0.06; number 22, C, carries -2.57; number 23, N, carries 0.67; number 24, C, carries -0.81; number 25, C, carries -1.31; number 26, O, carries -0.14; number 27, C, carries -0.41; number 28, C, carries -1.05; number 29, C, carries 1.69; number 30, C, carries -1.88; number 31, N, carries -0.43; number 32, C, carries -2.28; number 33, N, carries -0.36; number 34, C, carries 0.73; number 35, C, carries -0.25; number 36, C, carries 0.36; number 37, C, carries -1.27; number 38, C, carries -0.56; number 39, C, carries -0.73; number 40, N, carries -0.34; number 41, P, carries 0.39; number 42, N, carries -1.04; number 43, O, carries -0.65; number 44, O, carries -0.45; number 45, H, carries 0.34; number 46, H, carries 0.36; number 47, H, carries 0.32; number 48, H, carries 0.32; number 49, H, carries 0.19; number 50, H, carries 0.36; number 51, H, carries 0.43; number 52, H, carries 0.39; number 53, H, carries 0.50; number 54, H, carries 0.44; number 55, H, carries 0.34; number 56, H, carries 0.44; number 57, H, carries 0.29; number 58, H, carries 0.45; number 59, H, carries -0.16; number 60, H, carries 0.46; number 61, H, carries 0.50; number 62, H, carries 0.03; number 63, H, carries 0.37; number 64, H, carries 0.45; number 65, H, carries 0.32; number 66, H, carries 0.40; number 67, H, carries 0.54; number 68, H, carries 0.40; number 69, H, carries 0.41; number 70, H, carries 0.39; number 71, H, carries 0.34; number 72, H, carries 0.28; number 73, H, carries 0.27; number 74, H, carries -0.23; number 75, H, carries 0.39; number 76, H, carries 1.06; number 77, H, carries 0.60; number 78, H, carries 0.57; number 79, H, carries 0.58; number 80, H, carries 0.35; number 81, H, carries 0.78; number 82, H, carries 0.52; number 83, H, carries 0.41; number 84, H, carries -0.11; number 85, H, carries 1.44; number 86, H, carries 0.71; number 87, H, carries 0.30; number 88, H, carries 0.65; number 89, H, carries 0.59; number 90, H, carries 0.26; number 91, H, carries 0.44; number 92, H, carries 0.34; number 93, H, carries 0.28; number 94, H, carries 0.30; number 95, H, carries 0.73; number 96, H, carries 0.54; number 97, H, carries 0.39; number 98, H, carries 0.30; number 99, H, carries 0.73